A molecular structure, C27H40N5O4Ta, computed with the ωB97M-V functional and the def2-TZVPD basis.

ORCA input file:
```
! RIJCOSX wB97M-V def2-TZVPD def2/J DEFGRID3
* xyz 2 1
Ta 0.683 0.833 -1.084
C -2.844 -2.926 0.850
N -2.089 -2.087 -0.073
C -0.686 -2.407 -0.120
C 0.053 -2.471 1.177
C 1.524 -2.233 1.115
N 2.006 -1.067 0.342
C 3.301 -1.089 0.320
C 4.253 -0.254 -0.382
C 5.619 -0.382 -0.102
C 6.540 0.403 -0.763
C 6.102 1.316 -1.722
C 4.758 1.446 -2.032
C 3.842 0.653 -1.360
O 2.539 0.688 -1.623
C -2.691 -2.197 -1.412
C -2.037 -1.397 -2.533
C -2.305 0.100 -2.522
N -1.646 0.829 -1.407
C -2.491 1.349 -0.575
C -2.203 2.075 0.645
C -3.228 2.793 1.281
C -2.983 3.491 2.442
C -1.703 3.471 2.996
C -0.684 2.747 2.406
C -0.934 2.045 1.230
O 0.029 1.298 0.678
H -2.837 -3.987 0.558
H -3.879 -2.588 0.876
H -2.454 -2.845 1.864
H -0.177 -1.700 -0.772
H -0.485 -3.422 -0.533
H -0.220 -3.286 1.846
H -0.483 -1.599 1.936
H 1.887 -3.152 0.631
H 1.945 -2.250 2.123
H 3.801 -1.870 0.903
H 5.947 -1.102 0.639
H 7.594 0.307 -0.546
H 6.826 1.932 -2.239
H 4.417 2.138 -2.790
H -3.733 -1.884 -1.307
H -2.716 -3.254 -1.718
H -2.447 -1.787 -3.468
H -0.964 -1.570 -2.600
H -3.382 0.272 -2.463
H -1.979 0.514 -3.472
H -3.554 1.248 -0.794
H -4.218 2.800 0.840
H -3.774 4.052 2.920
H -1.501 4.031 3.901
H 0.312 2.732 2.831
C -0.153 1.897 -6.321
O 0.100 0.879 -5.327
C 0.259 1.192 -4.069
O 0.485 0.299 -3.244
N 0.142 2.488 -3.675
N 0.509 2.746 -2.326
H -0.258 1.360 -7.255
H 0.695 2.578 -6.388
H -1.081 2.424 -6.097
H 0.066 3.262 -4.315
H -0.226 3.287 -1.874
H 1.362 3.301 -2.314
C -1.439 -2.480 4.475
C -0.301 -1.521 4.150
C -0.164 -0.430 5.228
C -0.495 -0.785 2.860
H -1.282 -2.935 5.452
H -1.519 -3.294 3.751
H -2.395 -1.952 4.502
H 0.648 -2.066 4.108
H -1.074 0.170 5.291
H 0.680 0.232 5.033
H -0.009 -0.904 6.197
H 0.292 -0.106 2.554
H -1.495 -0.397 2.666
*
```

The value obtained for the HOMO energy (spin up / spin down) is -11.31 / -11.30 eV. The value obtained for the energy above the lowest of the compared OMol25 structures with the same formula, charge and spin is 70.4 kcal/mol.

---

7 unconnected molecules or ions with the total composition C27H41BBr2N7OP in a non-equilibrium geometry, computed with the ωB97M-V functional and the def2-TZVPD basis.

ORCA input file:
```
! RIJCOSX wB97M-V def2-TZVPD def2/J DEFGRID3
* xyz 0 1
C 2.292 1.923 1.579
C 3.397 2.975 1.586
C 4.732 2.484 2.116
Br 6.039 3.947 1.950
P 5.484 0.910 1.324
Br 6.392 -1.102 0.461
B 5.725 1.625 -0.458
N 4.612 1.848 -1.366
O 6.998 1.880 -0.871
H 1.873 1.783 2.568
H 2.590 0.988 1.125
H 1.491 2.308 0.957
H 3.491 3.413 0.599
H 3.067 3.786 2.229
H 4.628 2.316 3.182
H 6.578 0.998 2.190
H 4.408 0.138 1.759
H 4.939 1.671 -2.315
H 4.408 2.846 -1.361
H 7.534 2.259 -0.151
N -1.700 -1.003 1.196
C -2.563 -0.700 0.180
C -1.839 -0.097 -0.817
C -0.485 -0.045 -0.382
C -0.436 -0.614 0.861
H -1.957 -1.448 2.059
H -3.613 -0.929 0.256
H -2.237 0.264 -1.752
H 0.357 0.360 -0.918
H 0.391 -0.779 1.530
N -6.328 -1.675 -0.968
C -7.469 -0.993 -1.290
C -8.244 -0.918 -0.164
C -7.541 -1.578 0.880
C -6.363 -2.033 0.353
H -5.581 -1.884 -1.604
H -7.632 -0.625 -2.287
H -9.209 -0.447 -0.096
H -7.865 -1.706 1.899
H -5.552 -2.582 0.801
N 7.747 4.362 5.124
C 9.086 4.471 4.871
C 9.745 4.424 6.071
C 8.763 4.279 7.087
C 7.541 4.244 6.470
H 7.027 4.369 4.424
H 9.454 4.571 3.865
H 10.812 4.486 6.205
H 8.935 4.209 8.148
H 6.548 4.144 6.873
N -11.453 -0.059 -2.118
C -12.427 -0.933 -1.719
C -12.435 -1.980 -2.600
C -11.425 -1.729 -3.568
C -10.837 -0.537 -3.241
H -11.226 0.802 -1.657
H -13.027 -0.736 -0.848
H -13.091 -2.833 -2.557
H -11.161 -2.352 -4.405
H -10.037 0.010 -3.709
N 1.371 -0.649 -3.464
C 2.548 -0.133 -2.987
C 3.570 -0.719 -3.685
C 2.988 -1.617 -4.620
C 1.631 -1.551 -4.459
H 0.457 -0.406 -3.129
H 2.562 0.599 -2.197
H 4.620 -0.528 -3.539
H 3.507 -2.242 -5.326
H 0.832 -2.070 -4.959
N -0.363 -3.394 -1.193
C -0.861 -4.639 -0.919
C 0.187 -5.521 -0.921
C 1.364 -4.776 -1.202
C 0.992 -3.468 -1.363
H -0.908 -2.551 -1.255
H -1.913 -4.790 -0.747
H 0.119 -6.580 -0.738
H 2.369 -5.156 -1.275
H 1.572 -2.587 -1.581
*
```

Its SMILES is CC[C@H](Br)[PH2](Br)B(N)O.c1cc[nH]c1.c1cc[nH]c1.c1cc[nH]c1.c1cc[nH]c1.c1cc[nH]c1.c1cc[nH]c1. The value obtained for the HOMO energy is -7.99 eV.

---

A molecular structure, C27H41HfN7O2S2 in a non-equilibrium geometry, computed with the ωB97M-V functional and the def2-TZVPD basis.

ORCA input file:
```
! RIJCOSX wB97M-V def2-TZVPD def2/J DEFGRID3
* xyz 2 1
Hf 10.687 10.105 9.245
C 13.286 6.901 7.743
N 13.452 8.340 7.655
C 13.387 8.905 6.350
C 13.621 9.262 8.633
N 12.797 10.332 8.575
C 13.196 11.682 8.511
C 14.525 12.067 8.527
C 14.931 13.362 8.219
C 13.975 14.365 8.273
C 12.661 14.029 8.429
C 12.203 12.713 8.501
N 10.851 12.375 8.496
C 9.877 12.964 7.806
N 10.028 13.473 6.571
C 9.259 14.588 6.130
C 11.221 13.259 5.769
N 8.564 12.979 8.318
C 7.455 12.548 7.499
C 8.199 13.546 9.599
N 14.348 9.016 9.691
C 15.143 7.794 9.848
C 14.344 9.840 10.890
H 12.292 6.674 7.292
H 13.212 6.589 8.774
H 14.081 6.407 7.164
H 13.918 8.224 5.631
H 13.904 9.857 6.208
H 12.328 8.924 6.096
H 15.317 11.245 8.567
H 15.957 13.627 7.967
H 14.358 15.387 8.212
H 11.947 14.839 8.381
H 8.816 15.244 6.867
H 8.444 14.271 5.395
H 9.896 15.287 5.631
H 11.024 13.635 4.705
H 11.508 12.227 5.601
H 12.040 13.884 6.179
H 7.710 12.001 6.547
H 6.772 13.351 7.134
H 6.825 11.897 8.182
H 9.048 13.879 10.177
H 7.675 12.749 10.157
H 7.439 14.318 9.482
H 15.294 7.274 8.879
H 14.611 7.113 10.572
H 16.118 8.005 10.216
H 13.922 10.799 10.707
H 15.381 9.922 11.358
H 13.705 9.328 11.641
S 9.666 9.610 6.980
C 8.707 8.335 7.780
C 7.393 8.231 7.249
C 6.410 7.453 7.890
C 6.813 6.604 8.827
C 8.149 6.574 9.192
C 9.058 7.569 8.861
S 10.725 7.659 9.570
H 7.173 8.875 6.418
H 5.381 7.504 7.594
H 6.110 5.870 9.286
H 8.501 5.788 9.848
O 8.932 10.256 10.356
C 9.616 10.818 11.355
O 10.876 11.110 11.190
C 8.970 10.988 12.738
N 9.772 11.891 13.660
C 9.483 11.431 15.049
C 9.168 9.957 14.981
C 8.896 9.669 13.518
H 7.932 11.405 12.685
H 9.612 12.886 13.547
H 10.780 11.711 13.482
H 8.621 11.991 15.459
H 10.369 11.532 15.729
H 8.214 9.745 15.593
H 10.074 9.398 15.331
H 7.953 9.135 13.282
H 9.624 8.981 13.155
*
```

The value obtained for the HOMO energy is -12.39 eV. The value obtained for the energy above the lowest of the compared OMol25 structures with the same formula, charge and spin is 40.5 kcal/mol.

---

3 unconnected molecules or ions with the total composition C27H42B2F16N2O8P in a non-equilibrium geometry, computed with the ωB97M-V functional and the def2-TZVPD basis.

ORCA input file:
```
! RIJCOSX wB97M-V def2-TZVPD def2/J DEFGRID3
* xyz 1 1
C -1.341 1.412 -0.547
C -1.251 1.877 0.956
C -0.307 0.975 1.850
O -0.235 -0.409 1.401
C 0.203 -1.184 2.521
C 1.210 -2.329 2.150
C 0.938 -3.764 2.392
C -0.398 -4.305 2.996
C -1.009 -5.380 1.959
C -2.469 -5.034 1.472
P -2.486 -3.836 0.031
O -3.501 -4.328 -0.939
O -2.808 -2.350 0.684
C -3.831 -1.623 -0.035
C -4.354 -0.510 0.972
O -0.991 -3.932 -0.724
C -0.587 -2.655 -1.270
C 0.175 -2.791 -2.646
N 1.880 -4.730 2.094
C 3.109 -4.445 1.551
C 3.502 -3.098 1.223
B 4.956 -2.834 0.578
N 6.178 -2.642 1.383
O 5.081 -2.814 -0.826
C 2.519 -2.017 1.531
B 2.883 -0.470 1.182
C 2.648 -0.026 -0.355
O 3.331 0.413 2.153
H -1.394 2.305 -1.219
H -2.270 0.788 -0.647
H -0.436 0.816 -0.836
H -0.849 2.928 1.024
H -2.285 1.923 1.400
H 0.719 1.445 1.894
H -0.703 1.044 2.906
H -0.641 -1.549 3.162
H 0.800 -0.481 3.177
H -1.125 -3.497 3.235
H -0.186 -4.888 3.935
H -1.065 -6.384 2.470
H -0.364 -5.500 1.055
H -3.021 -5.966 1.212
H -2.975 -4.508 2.332
H -3.433 -1.097 -0.950
H -4.724 -2.229 -0.312
H -5.098 0.175 0.505
H -3.470 0.004 1.425
H -4.835 -1.085 1.815
H -1.452 -1.963 -1.441
H 0.148 -2.213 -0.544
H 0.759 -1.847 -2.800
H -0.566 -2.842 -3.488
H 0.913 -3.633 -2.669
H 1.651 -5.705 2.306
H 3.804 -5.297 1.358
H 6.663 -3.543 1.468
H 6.846 -2.062 0.855
H 4.461 -3.480 -1.184
H 3.503 0.554 -0.781
H 2.506 -0.931 -1.008
H 1.672 0.536 -0.409
H 3.107 1.315 1.853
C 2.127 6.117 2.471
C 3.047 6.948 3.387
C 4.324 7.490 2.746
F 5.137 6.504 2.312
F 5.032 8.203 3.653
F 3.330 6.229 4.497
F 2.317 8.019 3.808
O 2.233 4.694 2.568
C 3.216 4.060 1.813
C 4.257 3.356 2.687
F 4.884 4.221 3.502
F 5.210 2.774 1.920
F 3.764 4.927 0.950
F 2.570 3.125 1.057
H 1.109 6.327 2.803
H 2.156 6.457 1.435
H 4.094 8.151 1.905
H 3.788 2.585 3.305
C -3.930 0.309 -6.332
C -2.579 0.472 -5.608
C -2.513 -0.065 -4.179
F -3.375 0.560 -3.353
F -1.271 0.135 -3.661
F -2.207 1.771 -5.652
F -1.653 -0.211 -6.342
O -4.793 1.444 -6.352
C -5.638 1.641 -5.255
C -5.326 2.940 -4.508
F -4.059 2.949 -4.042
F -6.144 3.079 -3.439
F -5.612 0.560 -4.452
F -6.890 1.709 -5.754
H -3.686 0.147 -7.384
H -4.457 -0.597 -6.028
H -2.718 -1.139 -4.150
H -5.455 3.804 -5.164
*
```

The value obtained for the HOMO energy is -12.56 eV.

---

A molecular structure, C27H42BLiN11Se in a non-equilibrium geometry, computed with the ωB97M-V functional and the def2-TZVPD basis.

ORCA input file:
```
! RIJCOSX wB97M-V def2-TZVPD def2/J DEFGRID3
* xyz 1 1
Li 0.832 0.709 1.255
C 2.149 1.245 -2.200
C 0.691 1.350 -1.952
C -0.231 1.966 -2.817
C -1.404 1.985 -2.116
C -2.770 2.543 -2.563
N -1.193 1.402 -0.919
N 0.107 1.058 -0.772
B -2.203 1.406 0.304
N -1.658 2.404 1.384
N -0.299 2.259 1.826
C -0.045 3.355 2.499
C 1.341 3.458 3.038
C -1.158 4.247 2.448
C -2.101 3.629 1.721
C -3.489 4.147 1.495
N -2.376 -0.010 0.945
N -1.626 -1.069 0.559
C -2.052 -2.136 1.319
C -1.475 -3.511 1.150
C -3.050 -1.688 2.145
C -3.264 -0.380 1.905
C -4.327 0.555 2.486
H 2.296 1.295 -3.274
H 2.714 2.067 -1.752
H 2.565 0.305 -1.824
H 0.004 2.278 -3.859
H -2.594 2.957 -3.507
H -3.355 1.641 -2.624
H -3.130 3.229 -1.783
H -3.311 1.676 -0.047
H 1.579 2.399 3.375
H 2.035 3.827 2.261
H 1.316 4.162 3.873
H -1.145 5.166 2.956
H -3.755 4.678 0.572
H -4.199 3.295 1.556
H -3.804 4.836 2.248
H -1.690 -4.177 2.001
H -1.802 -4.008 0.231
H -0.399 -3.528 1.022
H -3.551 -2.271 2.931
H -4.667 0.087 3.454
H -3.954 1.486 2.892
H -5.196 0.755 1.890
N 3.258 -2.404 -1.192
C 3.042 -1.686 0.079
C 2.790 -2.646 1.267
C 2.424 -1.900 2.557
N 1.115 -1.149 2.383
C 3.478 -0.872 2.838
C 3.981 0.060 1.750
N 2.997 1.163 1.412
C 4.154 -0.717 0.407
H 2.559 -3.125 -1.174
H 4.158 -2.743 -1.242
H -0.686 -1.138 -1.357
H 2.114 -1.116 -0.053
H 3.662 -3.341 1.463
H 1.954 -3.308 0.957
H 2.230 -2.627 3.406
H 0.886 -0.735 3.342
H 0.431 -1.884 2.231
H 4.373 -1.466 3.194
H 3.330 -0.280 3.782
H 4.945 0.450 2.125
H 3.246 1.579 0.502
H 2.891 1.852 2.202
H 5.131 -1.275 0.389
H 4.278 -0.029 -0.401
Se -2.940 -1.759 -1.851
N -1.145 -1.630 -2.108
C -0.718 -2.062 -3.271
C 0.620 -1.938 -3.809
C 0.775 -2.434 -5.079
C -0.312 -2.873 -5.854
C -1.550 -3.045 -5.361
C -1.843 -2.532 -4.050
N -3.000 -2.517 -3.489
H 1.577 -1.637 -3.358
H 1.766 -2.523 -5.552
H -0.124 -3.237 -6.858
H -2.202 -3.555 -5.955
*
```

The value obtained for the HOMO energy is -10.73 eV. The value obtained for the energy above the lowest of the compared OMol25 structures with the same formula, charge and spin is 40.2 kcal/mol.

---

A molecular structure, C27H42BrKN4O5SSi, computed with the ωB97M-V functional and the def2-TZVPD basis.

ORCA input file:
```
! RIJCOSX wB97M-V def2-TZVPD def2/J DEFGRID3
* xyz -2 1
K 1.476 0.363 2.294
N 0.062 4.191 5.503
C 0.274 3.547 4.288
S -0.973 2.534 3.715
N 1.472 3.819 3.788
N 1.687 3.260 2.580
C 2.885 3.382 2.132
C 3.265 2.881 0.805
C 4.613 2.901 0.431
C 4.979 2.433 -0.817
C 3.994 1.958 -1.669
C 2.684 1.966 -1.211
N 2.316 2.414 -0.021
H -0.605 3.712 6.084
H 0.927 4.447 5.958
H 3.662 3.839 2.748
H 5.354 3.267 1.131
H 6.020 2.430 -1.118
H 4.231 1.568 -2.651
H 1.884 1.575 -1.833
O 3.086 -2.907 4.065
C 3.359 -1.917 3.371
O 3.357 -0.700 3.710
C 3.844 -2.229 1.924
C 4.390 -1.001 1.191
C 5.321 -1.430 0.043
C 4.297 -1.938 -1.002
C 2.978 -1.729 -0.242
O 3.241 -0.513 0.473
C 2.829 -2.790 0.869
C 1.322 -2.967 1.201
O 0.843 -4.099 1.001
O 0.696 -1.920 1.523
H 4.634 -2.972 2.058
H 4.764 -0.223 1.849
H 6.027 -2.198 0.362
H 5.888 -0.576 -0.337
H 4.444 -2.980 -1.286
H 4.317 -1.325 -1.906
H 2.099 -1.596 -0.869
H 3.169 -3.761 0.507
C -5.114 -0.605 0.156
C -3.878 0.300 0.283
C -3.282 0.138 1.692
C -4.348 1.758 0.182
Si -2.561 -0.114 -1.056
Br -0.714 0.978 -0.412
C -2.997 0.680 -2.773
C -4.434 0.350 -3.208
C -2.034 0.191 -3.865
C -2.856 2.210 -2.750
C -2.127 -1.980 -1.164
C -0.700 -2.183 -1.703
C -3.119 -2.747 -2.055
C -2.124 -2.638 0.227
H -5.850 -0.310 0.913
H -4.875 -1.654 0.326
H -5.596 -0.522 -0.821
H -4.069 0.341 2.429
H -2.477 0.850 1.873
H -2.892 -0.859 1.883
H -5.001 1.976 1.035
H -4.920 1.954 -0.728
H -3.508 2.453 0.231
H -4.635 -0.721 -3.232
H -4.605 0.742 -4.218
H -5.171 0.814 -2.550
H -2.133 -0.873 -4.072
H -0.994 0.389 -3.595
H -2.248 0.732 -4.795
H -3.502 2.690 -2.017
H -3.125 2.601 -3.740
H -1.831 2.511 -2.535
H -0.542 -1.757 -2.693
H -0.491 -3.256 -1.748
H 0.023 -1.757 -1.007
H -3.073 -2.443 -3.102
H -4.153 -2.644 -1.718
H -2.864 -3.812 -2.014
H -1.397 -2.171 0.895
H -1.781 -3.672 0.117
H -3.112 -2.655 0.689
*
```

The value obtained for the HOMO energy is -2.17 eV. The value obtained for the energy above the lowest of the compared OMol25 structures with the same formula, charge and spin is 0.0 kcal/mol.

---

Across the entries above, total energy takes the values -45825.0905 -191192.4804 -66156.2272 -102159.0848 -111297.0191 -149964.8907 eV, respectively.